(1)
Entry from the Open Molecules 2025 dataset: a 18-piece molecular cluster, H34NO20 overall at a distorted geometry (wB97M-V/def2-TZVPD).

CARTESIAN COORDINATES (ANGSTROEM)
N  -0.90617  15.99731  -7.63598
O  -0.53510  14.88163  -7.25708
O  -0.89005  16.97647  -6.90928
O  -1.02428  16.23624  -8.82718
O  -0.25399  15.39303  -4.56454
H  0.67090  15.18660  -4.40184
H  -0.24436  15.75652  -5.45280
O  -4.12964  16.85876  -9.26889
H  -4.27651  16.69072  -10.18652
H  -3.81532  16.02839  -8.89082
O  0.66005  16.89261  -11.02789
H  1.40453  16.61856  -11.64301
H  -0.04683  17.17436  -11.60068
O  1.60939  18.15870  -8.97585
H  1.08100  17.79183  -9.66044
H  2.53924  18.17978  -9.21450
O  -2.02320  17.82335  -4.25771
H  -1.32872  18.22172  -4.77650
H  -2.29833  17.22674  -4.97501
O  -3.64178  14.89688  -7.63866
H  -3.41424  15.34619  -6.82513
H  -3.07675  14.13761  -7.73717
O  1.20810  12.92185  -5.98377
H  1.06565  13.00771  -5.05689
H  1.64259  12.07124  -5.93060
O  2.61579  15.08229  -7.36666
H  2.48658  15.66708  -6.61766
H  2.29252  14.18428  -7.22646
O  -0.49620  19.76806  -8.34155
H  -1.11021  19.27499  -8.94185
H  0.25101  19.14629  -8.45061
O  0.10767  11.84702  -8.20046
H  -0.62619  12.34562  -8.49341
H  0.45715  12.36584  -7.49843
O  -1.90796  13.07975  -5.81121
H  -1.36240  13.69997  -6.34848
H  -1.19251  12.61478  -5.39514
O  2.37077  17.69891  -6.27378
H  1.91464  17.64325  -7.15041
H  1.69398  18.01467  -5.67624
O  -3.23856  18.45290  -7.03479
H  -2.38405  17.96800  -7.03226
H  -3.65432  18.17394  -7.86734
O  -2.17399  18.59834  -9.95680
H  -2.71812  17.84208  -9.66367
H  -1.93755  18.45294  -10.87320
O  0.91003  14.42882  -9.77719
H  0.90901  15.28746  -10.31090
H  0.46461  14.74645  -8.99305
O  -1.98252  15.09365  -11.21757
H  -1.28761  15.03558  -11.86564
H  -1.50394  15.48375  -10.49641
O  -0.05134  19.37492  -5.60316
H  -0.41642  19.57646  -6.44270
H  -0.44509  19.94392  -4.94004

* orbital gap: 8.9 eV
* lowest unoccupied orbital energy: 1.75 eV
* E: -1579.9205 Eh
* energy above the lowest of the compared OMol25 structures with the same formula, charge and spin: 6.9 kcal per mole
* HOMO level: -7.13 eV
* net charge: -1

---

(2)
Entry from the Open Molecules 2025 dataset: a 4-piece molecular cluster, C2H12O3S2 overall at a distorted geometry (wB97M-V/def2-TZVPD).

CARTESIAN COORDINATES (ANGSTROEM)
C  0.96324  1.80174  1.50996
C  0.42613  2.44773  0.26738
S  1.30247  2.14525  -1.34691
S  2.82647  0.74968  -0.98412
H  1.85163  2.34430  1.85938
H  1.30501  0.77413  1.51989
H  0.27694  1.93420  2.34939
H  0.55183  3.52630  0.31817
H  -0.62973  2.23464  0.09899
H  2.01575  -0.32641  -1.01858
H  -0.89417  -2.81469  -1.54810
H  0.53834  -3.23059  -1.88627
O  -0.26878  -3.56660  -1.49651
H  -0.15352  -0.64880  -1.24991
H  -1.47111  -0.16235  -0.83023
O  -1.05291  -0.60574  -1.58268
H  -3.13500  -2.70733  1.32352
H  -1.75741  -2.03925  1.31950
O  -2.69516  -1.85621  1.37713

* orbital gap: 9.3 eV
* lowest unoccupied orbital energy: 0.05 eV
* E: -1105.4686 Eh
* energy above the lowest of the compared OMol25 structures with the same formula, charge and spin: 20.7 kcal per mole
* HOMO level: -9.24 eV
* structure (SMILES): CCSS.O.O.O

---

(3)
Entry from the Open Molecules 2025 dataset: a 14-piece molecular cluster, C12H34O20 overall at a distorted geometry (wB97M-V/def2-TZVPD).

CARTESIAN COORDINATES (ANGSTROEM)
C  2.22414  -1.81775  1.94456
C  3.02386  -3.04271  2.30212
O  2.60962  -3.76756  3.19222
O  3.99933  -3.40877  1.64533
H  2.52716  -1.37026  0.99796
H  2.18738  -1.01908  2.68542
H  1.19828  -2.01887  1.63590
C  0.18363  0.57709  -0.50350
C  1.09225  -0.05730  -1.55921
O  0.55518  -0.63669  -2.51801
O  2.33674  -0.12159  -1.44989
H  0.41665  0.37045  0.54106
H  -0.80399  0.11593  -0.50424
H  0.12077  1.65795  -0.62956
C  -1.79127  -2.73770  0.64340
C  -2.18882  -4.06985  -0.05236
O  -2.07126  -4.03068  -1.31071
O  -2.78232  -4.96437  0.49163
H  -2.62623  -2.10828  0.95127
H  -1.10685  -2.09678  0.08763
H  -1.25078  -2.94612  1.56673
C  1.41357  2.34187  2.24972
C  1.62274  3.69555  2.77446
O  1.69392  3.90216  4.00294
O  1.93390  4.56778  1.94022
H  2.36192  2.05733  1.79391
H  0.58667  2.27986  1.54226
H  1.27406  1.54476  2.97997
C  -2.99230  1.25633  1.46476
C  -2.79744  2.71111  1.24788
O  -2.69097  3.49414  2.19842
O  -2.43972  3.08004  0.09677
H  -2.24328  0.53413  1.13992
H  -3.88589  0.87227  0.97274
H  -3.31865  1.05060  2.48421
C  -0.87937  -1.12944  3.76404
C  -0.78491  -0.04162  4.90323
O  -1.78338  0.59446  5.41213
O  0.39235  0.19397  5.32372
H  -0.07000  -1.84773  3.89479
H  -0.66915  -0.54372  2.86915
H  -1.83953  -1.60898  3.57367
O  3.26232  -1.47418  -3.53831
H  2.82906  -0.99296  -2.83337
H  3.11733  -0.93904  -4.31860
O  0.41492  -3.42766  -2.17536
H  -0.49023  -3.69648  -2.01834
H  0.41095  -2.48021  -2.03917
O  -3.96997  0.44642  -1.49162
H  -3.40472  0.24538  -0.74576
H  -4.84377  0.17491  -1.21057
O  -1.45089  1.60017  -2.89912
H  -1.63300  1.60848  -1.95943
H  -1.01310  0.76267  -3.05133
O  -1.31621  -1.76987  -5.04261
H  -1.47528  -1.07525  -5.68169
H  -0.93552  -1.31965  -4.28855
O  1.45814  0.18784  -4.99191
H  1.15154  -0.15877  -4.15399
H  1.58412  1.12331  -4.83300
O  2.88317  2.55580  -2.26336
H  2.59531  2.72034  -3.16130
H  2.62420  1.65068  -2.09037
O  1.60324  4.48868  -0.88414
H  1.95283  4.64842  -0.00751
H  1.90760  3.60902  -1.10728

* orbital gap (spin up / spin down): 5.5 / 3.1 eV
* lowest unoccupied orbital energy (spin up / spin down): 9.67 / 7.31 eV
* E: -1982.0253 Eh
* HOMO level (spin up / spin down): 4.17 / 4.17 eV
* spin multiplicity: 2
* net charge: -5

---

(4)
Entry from the Open Molecules 2025 dataset: a 4-piece molecular cluster, H8O3S2 overall at a distorted geometry (wB97M-V/def2-TZVPD).

CARTESIAN COORDINATES (ANGSTROEM)
S  -0.69254  -1.57323  -0.98772
S  -2.19897  -0.09952  -0.98444
H  0.10664  -1.06450  -1.81819
H  -2.90482  -0.88495  -0.14979
H  5.54358  2.26132  0.10009
H  5.33080  0.82098  0.31592
O  4.76331  1.60919  0.13447
H  1.38890  0.07653  -1.66941
H  2.31178  1.24533  -1.48028
O  1.46384  1.03574  -1.73623
H  -1.11206  -0.24646  5.40971
H  -1.19617  1.11256  4.81437
O  -1.62772  0.28548  4.85576

* orbital gap: 8.7 eV
* lowest unoccupied orbital energy: 0.23 eV
* E: -1026.8384 Eh
* energy above the lowest of the compared OMol25 structures with the same formula, charge and spin: 29.9 kcal per mole
* HOMO level: -8.46 eV
* structure (SMILES): SS.O.O.O

---

(5)
Entry from the Open Molecules 2025 dataset: one molecule with the formula C2O3S2 at a distorted geometry (wB97M-V/def2-TZVPD).

CARTESIAN COORDINATES (ANGSTROEM)
C  -0.57532  -0.80850  -0.04824
C  1.45532  -0.58530  0.37331
O  -2.50393  0.75557  0.65694
O  0.65784  1.52149  -0.73113
O  0.57728  -1.21994  -0.35804
S  -1.44042  0.54565  -0.30986
S  1.63398  1.05679  0.30825

* orbital gap (spin up / spin down): 7.7 / 6.8 eV
* lowest unoccupied orbital energy (spin up / spin down): -2.03 / -2.74 eV
* E: -1098.0069 Eh
* energy above the lowest of the compared OMol25 structures with the same formula, charge and spin: 111.2 kcal per mole
* HOMO level (spin up / spin down): -9.75 / -9.52 eV

---

(6)
Entry from the Open Molecules 2025 dataset: one molecule with the formula C4H7NO at a distorted geometry (wB97M-V/def2-TZVPD).

CARTESIAN COORDINATES (ANGSTROEM)
C  -1.45936  -0.90044  -0.09967
N  -0.15055  -0.38851  0.13942
C  0.21768  0.62702  1.07298
C  0.43383  0.82652  -0.39341
C  1.81192  0.14934  -0.81165
O  2.73798  0.58857  -1.43660
H  -1.60546  -1.75366  0.57026
H  -1.51507  -1.26084  -1.13406
H  -2.22923  -0.14473  0.07554
H  -0.60232  1.12541  1.58555
H  1.09747  0.42079  1.68845
H  -0.20106  1.53315  -0.93433
H  1.32343  -0.86982  -0.31437

* orbital gap: 9.8 eV
* lowest unoccupied orbital energy: 0.89 eV
* E: -286.4905 Eh
* energy above the lowest of the compared OMol25 structures with the same formula, charge and spin: 88.6 kcal per mole
* HOMO level: -8.94 eV
* structure (SMILES): CN1C[C@H]1C=O

---

(7)
Entry from the Open Molecules 2025 dataset: C5H6LiO4Zn as an isolated structure at a distorted geometry (wB97M-V/def2-TZVPD).

CARTESIAN COORDINATES (ANGSTROEM)
O  -2.46238  2.49823  0.89756
C  -1.59164  1.71961  1.20329
O  -0.69439  1.68182  2.03139
O  -1.55978  0.56605  0.21835
C  -0.68185  -0.32678  0.33717
C  -0.22799  -1.15833  -0.76318
Li  -3.22200  4.12623  1.36082
H  -0.12447  -0.35593  1.28649
H  -0.94927  -1.14724  -1.58732
H  -0.27140  -2.17961  -0.33100
Zn  0.51089  2.53795  3.06109
C  1.22830  -0.79879  -1.25827
C  2.20725  -1.93817  -1.23642
O  3.21692  -1.91014  -0.56983
H  1.67472  0.06324  -0.74884
H  1.80868  -2.91313  -1.59647
H  1.13843  -0.46500  -2.30484

* orbital gap (spin up / spin down): 6.9 / 6.4 eV
* lowest unoccupied orbital energy (spin up / spin down): -8.92 / -9.47 eV
* E: -2281.2823 Eh
* energy above the lowest of the compared OMol25 structures with the same formula, charge and spin: 0.0 kcal per mole
* HOMO level (spin up / spin down): -15.85 / -15.85 eV
* spin multiplicity: 2
* net charge: +2

---

- The highest E belongs to which entry?
  C4H7NO